1.
A 2-piece molecular cluster, C9H14O overall, computed with ωB97M-V/def2-TZVPD.

Structure (XYZ):
```
24
Properties=species:S:1:pos:R:3:forces:R:3
C 2.4236 1.4937 0.5186 -0.016 0.059 -0.034
C 1.9741 -0.4713 2.0518 -0.045 -0.027 0.065
C 1.5169 0.9170 1.6053 -0.229 0.121 0.074
H 3.4571 1.5775 0.8948 -0.303 0.002 -0.220
H 2.0801 2.4948 0.2080 0.192 -0.372 0.057
H 2.4229 0.8320 -0.3638 0.064 0.275 0.245
H 3.0003 -0.4196 2.4530 -0.333 -0.130 -0.129
H 1.3098 -0.8727 2.8355 0.293 0.074 -0.288
H 1.9661 -1.1651 1.1944 0.048 0.159 0.327
H 1.5125 1.5986 2.4776 -0.100 -0.265 -0.359
H 0.4804 0.8547 1.2216 0.377 0.083 0.215
O 0.2408 -1.6387 -2.2817 -0.108 -1.013 0.672
C -2.9701 0.3287 -0.5026 -0.191 0.094 0.128
C -2.2153 0.9354 -1.5080 0.021 0.103 -0.064
C -2.6443 -0.9605 -0.0848 -0.050 -0.034 0.074
C -1.1444 0.2641 -2.0930 0.089 0.157 -0.146
C -1.5732 -1.6400 -0.6655 0.042 -0.139 0.056
C -0.8238 -1.0262 -1.6700 -0.091 0.137 0.021
H 0.3516 -2.5376 -1.8868 -0.096 1.065 -0.503
H -3.8134 0.8621 -0.0445 0.433 -0.273 -0.235
H -2.4627 1.9506 -1.8452 0.118 -0.495 0.167
H -3.2290 -1.4504 0.7050 0.287 0.242 -0.387
H -0.5417 0.7283 -2.8847 -0.300 -0.234 0.398
H -1.3179 -2.6555 -0.3352 -0.098 0.411 -0.135
```
Positions in Å, forces in eV/Å.

Values from the calculation:
**Charge**: 0
**SMILES string**: Oc1ccccc1.CCC
**Energy above the lowest of the compared OMol25 structures with the same formula, charge and spin**: 3.4 kcal/mol
**Electronic energy**: -426.5673 a.u.
**Kohn-Sham gap**: 9.5047 eV
**Molar mass**: 138.21 g mol⁻¹
**E_LUMO**: 0.80 eV


2.
C23H33NOP2Ru as an isolated structure, computed with ωB97M-V/def2-TZVPD.

Structure (XYZ):
```
61
Properties=species:S:1:pos:R:3:forces:R:3
C 3.1422 -3.1879 -0.9335 -0.275 0.294 0.407
C 2.6700 -1.9349 -0.5499 -0.065 -0.076 -0.533
C 1.8082 -1.2776 -1.4756 -0.514 0.382 0.709
C 1.0430 -2.0180 -2.3965 0.547 -0.741 -0.124
C 1.4934 -3.2967 -2.7343 -0.397 0.425 0.052
C 2.5976 -3.8220 -2.0608 0.043 -0.248 -0.203
C -0.1842 -1.3167 -2.8257 0.325 0.117 0.109
C 0.2037 0.0183 -3.3187 -0.409 0.600 -1.271
C 0.9710 0.7471 -2.3898 0.383 -0.684 1.824
C 1.0022 2.1735 -2.4154 -0.135 -0.070 -0.586
C 0.6995 2.7706 -3.6358 0.035 0.160 0.708
C 0.1904 1.9955 -4.6892 0.033 0.139 -0.411
C -0.1404 0.6503 -4.5167 -0.080 -0.868 0.581
H 3.9124 -3.6776 -0.3321 -0.336 0.042 -0.190
H 0.9769 -3.8258 -3.5394 0.285 -0.074 0.373
H 3.0074 -4.7764 -2.3854 -0.094 0.167 0.128
H -0.8334 -1.8864 -3.4870 -0.186 0.055 0.233
H 0.8326 3.8520 -3.7471 -0.170 -0.426 -0.027
H 0.0062 2.4641 -5.6571 -0.014 -0.073 0.317
H -0.6460 0.0555 -5.2872 0.154 0.499 0.233
N 1.5894 0.0822 -1.3424 0.564 0.528 -1.262
Ru -0.2565 -0.0720 -0.0501 -0.709 -0.399 -1.318
C 2.8586 -1.2784 0.7880 -0.020 0.481 0.171
H 3.3543 -0.3038 0.7027 0.064 -0.166 -0.013
H 3.4104 -1.9132 1.4946 -0.081 0.163 -0.215
C 1.2419 2.8701 -1.1126 0.171 -0.266 0.099
H 2.2564 2.6824 -0.7409 -0.116 0.033 -0.063
H 1.0798 3.9536 -1.1916 0.064 -0.296 0.038
P 1.1519 -0.9089 1.5030 1.437 -1.679 1.281
P 0.0788 2.1517 0.1871 0.755 2.988 0.268
C -1.3369 3.2825 -0.0334 -0.240 0.129 0.003
H -1.9822 3.2552 0.8554 0.193 0.121 -0.278
H -0.9969 4.3113 -0.2279 -0.118 -0.307 0.237
H -1.9240 2.9309 -0.8909 0.120 0.144 0.183
C 0.8472 2.7861 1.7223 -0.053 0.410 0.062
H 0.7361 3.8780 1.7901 0.125 -0.259 0.041
H 0.3619 2.3254 2.5897 0.072 0.168 -0.159
H 1.9132 2.5281 1.7402 -0.230 0.057 -0.016
C 0.6102 -2.6036 1.8902 0.138 -0.354 0.293
H 1.4549 -3.1965 2.2686 -0.258 0.039 0.038
H -0.1894 -2.5711 2.6415 0.260 -0.100 -0.246
H 0.2258 -3.0677 0.9730 0.098 0.067 0.270
C 1.4456 -0.1627 3.1275 0.188 -0.076 0.234
H 0.4818 0.1833 3.5220 0.234 -0.085 -0.012
H 1.8741 -0.9062 3.8129 -0.069 0.234 -0.114
H 2.1257 0.6917 3.0380 -0.164 -0.219 0.101
H -0.7660 -0.9923 -1.5917 0.160 -1.059 -2.140
H -1.3925 0.8444 -0.6931 -1.281 0.179 -0.358
C -4.0369 -1.1548 2.5557 -0.110 0.076 -0.606
C -3.9835 0.3307 2.9120 0.156 0.041 0.531
C -2.8018 0.8740 2.1230 0.187 0.355 -0.482
O -2.0268 -0.2487 1.6467 -0.797 -0.183 0.638
C -2.6023 -1.4654 2.1726 0.434 -0.229 0.366
H -4.3800 -1.7803 3.3762 -0.016 0.010 0.008
H -4.6958 -1.3221 1.6974 0.061 0.026 0.122
H -3.7800 0.4601 3.9789 -0.164 -0.060 -0.066
H -4.9041 0.8609 2.6733 0.027 -0.048 0.044
H -3.1308 1.4482 1.2464 0.124 -0.198 0.113
H -2.1432 1.5145 2.7288 -0.179 -0.116 -0.086
H -2.0278 -1.7441 3.0687 -0.137 -0.028 -0.122
H -2.4930 -2.2602 1.4257 -0.015 0.258 0.088
```
Positions in Å, forces in eV/Å.

Values from the calculation:
**Charge**: +1
**Energy above the lowest of the compared OMol25 structures with the same formula, charge and spin**: 0.0 kcal/mol
**Multiplicity**: 6
**Electronic energy**: -1803.3941 a.u.
**Kohn-Sham gap (alpha / beta)**: 6.3646 / 5.8444 eV
**Molar mass**: 502.54 g mol⁻¹
**E_LUMO (alpha / beta)**: -1.86 / -5.23 eV


> Number 2 is which compound?

C23H33NOP2Ru


> Among the records above, which one has the highest molar mass?

C23H33NOP2Ru


> What is the charge in the first record?

0